Formula: C38H25F15GeN2O2P2PtS3
Source: OMol25
Level of theory: ωB97M-V/def2-TZVPD

Structure (XYZ):
```
89
Properties=species:S:1:pos:R:3:mulliken_charge:R:1
Pt -1.2660 -0.3476 -0.2399 0.7646
O 1.2549 3.2777 -1.5165 -0.4435
C 0.3763 4.2559 -1.2263 0.0229
C 0.8226 5.5756 -1.1824 -0.4128
C -0.0590 6.5977 -0.9006 -0.6859
C -1.4047 6.3301 -0.6781 -0.7793
C -1.8572 5.0301 -0.7105 -0.3409
C -0.9752 3.9781 -0.9614 0.1724
C -1.4316 2.5876 -0.8710 0.8114
O -0.6555 1.6140 -1.1417 -0.5437
N -2.6690 2.4159 -0.4597 -0.5781
N -3.0191 1.1759 -0.1353 0.1647
C -4.2805 0.9464 -0.0809 0.1457
S -5.4036 2.1586 -0.6178 -0.1003
C -6.8908 1.0705 -0.6111 -0.5322
C -6.4260 -0.3318 -0.8160 -1.0930
S -4.9770 -0.5177 0.6846 -0.0375
H 0.7380 2.4300 -1.4848 0.1445
H 1.8649 5.7777 -1.3782 0.4562
H 0.3055 7.6127 -0.8572 0.4298
H -2.0895 7.1386 -0.4777 0.3974
H -2.8939 4.7926 -0.5370 0.5286
H -7.5266 1.4645 -1.4049 0.4234
H -7.3970 1.1979 0.3448 0.3209
H -6.0144 -0.4805 -1.8111 0.4110
H -7.1962 -1.0600 -0.5808 0.3892
C -5.3085 -3.1510 -0.9798 -1.5243
P -3.9232 -2.0438 -0.4352 0.3303
C -3.6198 -0.3729 2.0902 -1.2980
C -3.3871 -3.0871 0.9697 0.3855
C -4.2464 -3.5585 1.9529 -0.4615
C -3.7551 -4.3623 2.9668 -0.7672
C -2.4112 -4.6958 3.0036 -0.8060
C -1.5515 -4.2292 2.0259 -0.6740
C -2.0344 -3.4253 1.0012 0.1520
P -0.9781 -2.6362 -0.2521 1.5217
C 0.6586 -3.3270 0.1502 -1.2984
C -1.3710 -3.5616 -1.7982 -1.4027
H -6.0878 -3.2315 -0.2268 0.3899
H -4.8707 -4.1321 -1.1533 0.4501
H -5.7388 -2.7907 -1.9095 0.4646
H -3.8288 -1.1353 2.8316 0.3751
H -3.7755 0.6089 2.5234 0.4911
H -2.5911 -0.4594 1.7153 0.3953
H -5.2853 -3.2624 1.9528 0.3672
H -4.4237 -4.7225 3.7333 0.4154
H -2.0290 -5.3131 3.8029 0.4219
H -0.5072 -4.4907 2.0790 0.4403
H 0.9126 -3.0533 1.1719 0.3016
H 1.4059 -2.8929 -0.5113 0.0445
H 0.6629 -4.4101 0.0312 0.7427
H -1.6982 -4.5731 -1.5603 0.4326
H -0.4626 -3.6088 -2.3958 0.5021
H -2.1414 -3.0580 -2.3807 0.4124
F 3.1049 -2.3718 1.5026 -0.1361
C 4.0177 -1.5945 2.1165 0.6586
C 4.0124 -0.2483 1.8105 -1.4453
C 4.9929 0.5164 2.4110 0.6644
F 5.0866 1.8190 2.1216 -0.2026
C 5.9295 -0.0268 3.2865 -0.0526
F 6.8731 0.7460 3.8317 -0.3019
C 5.8990 -1.3871 3.5743 0.7761
F 6.7976 -1.9300 4.3965 -0.3035
C 4.9316 -2.1858 2.9734 -0.1496
F 4.8942 -3.5025 3.2073 -0.3043
Ge 2.6180 0.3512 0.4687 1.8390
S 0.7084 0.0963 1.4294 -0.6868
C 3.0721 -0.7748 -1.1728 0.1729
C 2.1638 -0.9425 -2.2023 -0.5925
F 0.9004 -0.5217 -2.0343 -0.2158
C 2.5026 -1.5270 -3.4170 0.0321
F 1.5800 -1.6731 -4.3746 -0.3363
C 3.8071 -1.9568 -3.6262 0.6216
F 4.1593 -2.5043 -4.7891 -0.3110
C 4.7412 -1.8095 -2.6067 0.2624
F 5.9982 -2.2170 -2.7908 -0.3203
C 4.3602 -1.2221 -1.4066 0.4211
F 5.2956 -1.0511 -0.4602 -0.2972
C 3.3302 2.1392 -0.1275 -1.1248
C 3.9568 2.4221 -1.3251 0.9716
F 4.0903 1.4690 -2.2628 -0.2719
C 4.4623 3.6859 -1.6046 0.3188
F 5.0755 3.9256 -2.7670 -0.3353
C 4.3226 4.7021 -0.6685 0.3979
F 4.8051 5.9197 -0.9266 -0.3831
C 3.6734 4.4483 0.5368 0.3753
F 3.5262 5.4263 1.4324 -0.3740
C 3.1905 3.1732 0.7799 0.2811
F 2.5814 2.8872 1.9396 -0.4884
```

Properties
2S+1: 1
Net charge: 0
Lowest unoccupied orbital energy in eV: -2.31
HOMO-LUMO gap in eV: 4.840
Calculated total energy in eV: -198489.292
HOMO in eV: -7.15
ΔE to the lowest compared entry with this formula, charge and spin in eV: 1.331